A) The following is a DFT calculation (the ωB97M-V functional and the def2-TZVPD basis) of a 2-piece molecular cluster, C2H9NO overall.

Geometry (Å):
C 1.386 -0.179 1.558
N 0.270 -0.611 0.687
C 0.781 -0.737 -0.683
H 1.719 0.885 1.259
H 1.028 -0.165 2.687
H 2.181 -0.917 1.540
H 0.152 -1.640 0.781
H 0.188 -0.352 -1.480
H 0.849 -1.849 -0.822
H 1.925 -0.519 -0.901
H -2.061 1.029 -2.159
H -2.537 2.312 -1.308
O -2.291 1.374 -1.206

The value obtained for the HOMO energy is -9.03 eV. Its net charge is 0. As for the orbital gap: 9.939 eV. The SMILES is CNC.O.

Here are the natural (NBO) charges for atoms 1 to 8, given in e: -0.422 -0.611 -0.424 0.203 0.195 0.169 0.348 0.194

***

B) The following is a DFT calculation (the ωB97M-V functional and the def2-TZVPD basis) of a 2-piece molecular cluster, C2H9NO overall.

Geometry (Å):
C 0.914 1.903 -0.264
N -2.337 -2.022 1.546
H -0.116 1.495 0.227
H 1.427 2.786 0.157
H 0.700 2.265 -1.295
H -2.976 -2.120 2.266
H -2.195 -1.016 1.702
H -1.451 -2.463 1.724
C 1.195 -0.225 -1.242
O 1.834 0.882 -0.502
H 0.541 0.068 -2.105
H 1.897 -0.792 -1.734
H 0.568 -0.762 -0.479

The value obtained for the HOMO energy is -9.78 eV. Its net charge is 0. As for the orbital gap: 10.652 eV. The SMILES is COC.N.

Here are the natural (NBO) charges for atoms 1 to 8, given in e: -0.255 -1.058 0.160 0.202 0.161 0.352 0.347 0.359

***

C) The following is a DFT calculation (the ωB97M-V functional and the def2-TZVPD basis) of C2H9NO as an isolated structure.

Geometry (Å):
C 0.689 1.788 0.295
C 0.112 -2.140 -0.602
H -0.991 0.784 1.279
H -1.019 2.855 1.294
H 0.972 2.840 0.159
H 1.318 1.641 1.294
H 1.003 0.955 -0.627
H -1.655 -1.792 -1.092
H 0.892 -2.170 0.078
H 0.162 -3.314 -0.904
H 0.483 -1.675 -1.574
N -0.817 1.785 0.569
O -1.148 -1.559 -0.168

The value obtained for the HOMO energy is -9.18 eV. Its net charge is 0. As for the orbital gap: 9.988 eV.

Here are the natural (NBO) charges for atoms 1 to 8, given in e: -0.437 -0.272 0.369 0.337 0.195 0.172 0.199 0.471

***

D) The following is a DFT calculation (the ωB97M-V functional and the def2-TZVPD basis) of a 2-piece molecular cluster, C2H9NO overall.

Geometry (Å):
C -1.325 -0.409 -0.133
N 0.076 -0.516 0.336
C 1.085 -0.522 -0.688
H -1.653 0.548 0.031
H -1.544 -0.832 -1.106
H -2.108 -0.871 0.590
H 0.106 -1.396 0.787
H 1.137 -1.339 -1.471
H 2.104 -0.525 -0.204
H 0.922 0.392 -1.350
H 0.897 2.381 0.860
H 0.133 1.055 0.989
O 0.169 2.031 1.358

The value obtained for the HOMO energy is -9.79 eV. Its net charge is 0. As for the orbital gap: 10.690 eV. The SMILES is CNC.O.

Here are the natural (NBO) charges for atoms 1 to 8, given in e: -0.438 -0.640 -0.428 0.213 0.189 0.205 0.368 0.179

***

Result of the stability comparison: C) is the least stable of them.